# 1
Entry from OMol25: 2 unconnected molecules or ions with the total composition C3H5Br2P at a distorted geometry (ωB97M-V/def2-TZVPD).

```
11
Properties=species:S:1:pos:R:3:forces:R:3:lowdin_charge:R:1
C 1.406835 0.378538 -0.124139 -2.132 -0.468 -3.553 -0.17
C 0.803677 -0.998863 -0.121172 0.549 0.012 1.088 -0.23
C -0.132883 0.218098 0.006547 -0.940 -1.411 -3.078 -0.59
P -1.379990 0.591087 1.327890 0.925 0.375 -0.722 0.10
Br -2.356823 2.405118 0.399618 0.290 -0.456 0.228 0.14
Br -2.913535 -0.959506 0.974066 0.142 -0.016 -0.181 0.18
H 1.900886 0.629526 0.724099 1.454 1.151 2.341 0.05
H 1.841139 0.705989 -1.128622 -0.789 -0.140 1.757 0.13
H 0.920822 -1.465899 -1.080895 -0.652 -0.292 -0.186 0.08
H 1.096723 -1.693765 0.714672 -0.762 0.959 -0.661 0.12
H -1.186851 0.189677 -1.692065 1.915 0.285 2.967 0.20
```
Positions in Å, forces in eV/Å.

The value obtained for the HOMO energy (spin up / spin down) is -9.1 / -9.1 eV. The calculation puts the energy relative to the best compared isomer or geometry (same formula, charge and spin) at 371.1 kJ/mol. The LUMO energy (spin up / spin down) comes out at -0.85 / -0.84 eV. As for the gap between HOMO and LUMO (spin up / spin down): 8.299 / 8.285 eV.


# 2
Entry from OMol25: 2 unconnected molecules or ions with the total composition C3H6ClO4P at a distorted geometry (ωB97M-V/def2-TZVPD).

```
15
Properties=species:S:1:pos:R:3:forces:R:3:lowdin_charge:R:1
C -0.121688 -0.447753 1.762959 1.254 -1.183 0.787 -0.02
C -0.139045 -2.058048 -0.212654 0.916 4.385 -1.461 -0.54
C 0.536205 -1.187086 0.889067 -0.865 -0.302 -1.930 -0.24
O -0.538811 3.180298 0.422480 -1.045 4.401 5.890 -0.12
O 0.013655 2.569738 -2.073202 1.220 1.780 -1.402 -0.10
O -1.255225 1.897365 -1.698876 -2.400 -0.592 -0.221 -0.09
O 0.562870 1.027107 -0.449242 2.823 -2.944 3.681 -0.04
P -0.245301 2.255694 -0.536638 -1.543 -0.786 -6.371 0.25
Cl 1.067842 -2.812837 -1.359054 -0.821 0.379 0.854 0.50
H 0.433284 0.031990 2.521775 0.942 1.055 0.344 0.05
H -1.128336 -0.392875 2.017874 -1.962 -0.557 -0.227 0.05
H -0.817685 -1.325778 -0.840805 1.349 -1.636 0.972 0.11
H -0.745758 -2.732397 0.249539 -1.463 -2.365 0.797 0.03
H 1.547521 -0.910816 0.633602 0.478 -0.540 0.657 0.08
H 0.830472 0.905397 -1.326822 1.116 -1.095 -2.369 0.09
```
Positions in Å, forces in eV/Å.

The value obtained for the HOMO energy is -10.0 eV. The calculation puts the energy relative to the best compared isomer or geometry (same formula, charge and spin) at 115.4 kJ/mol. The LUMO energy comes out at 0.25 eV. As for the gap between HOMO and LUMO: 10.305 eV.


# 3
Entry from OMol25: a molecular structure, C23H30NO7Pb at a distorted geometry (ωB97M-V/def2-TZVPD).

```
62
Properties=species:S:1:pos:R:3:forces:R:3:lowdin_charge:R:1
C 2.880237 -0.470232 -1.585600 -0.025 -0.353 -0.551 -0.22
C 1.664429 0.353271 -2.141489 0.096 0.137 0.221 -0.04
C 2.894022 -0.238339 -0.053764 0.281 -0.124 -0.259 -0.04
C 2.104175 1.045865 0.176327 -0.246 -0.220 -0.122 -0.19
H 3.933364 -0.152132 0.272220 -0.234 -0.169 0.108 0.13
H 2.420853 -1.101115 0.445252 0.106 0.378 -0.167 0.14
C 1.039755 1.069672 -0.930899 -0.161 -0.005 0.506 -0.21
H 0.940720 -0.314631 -2.625583 0.216 0.197 -0.020 0.12
H 1.991830 1.133511 -2.841155 0.075 -0.390 -0.048 0.12
C -0.144491 0.353747 -0.259844 -1.221 -0.390 0.166 -0.11
H 0.723354 2.108664 -1.134340 0.276 -0.468 -0.238 0.14
H 2.767953 1.920896 0.096003 -0.153 -0.271 0.215 0.16
C 1.261044 1.046913 1.463372 0.746 0.581 0.412 -0.55
C 2.821116 -1.957889 -1.848319 -1.657 -1.054 -0.617 -0.46
C 4.259956 -0.266082 -2.232862 1.065 1.461 1.031 -0.43
O 5.247759 -0.068387 -1.547492 -1.054 0.150 -1.498 0.11
O 1.858341 -2.603733 -2.227211 1.062 0.654 0.611 0.12
O 4.048735 -2.490863 -1.679041 -0.739 -0.566 0.173 -0.03
O 4.375879 -0.357891 -3.579192 0.109 0.072 0.070 -0.02
C 3.370531 -0.822498 -4.520010 0.378 0.245 0.519 -0.01
H 2.400061 -0.339702 -4.360339 0.296 -0.245 -0.100 0.08
H 3.284145 -1.915460 -4.474967 -0.056 0.285 0.052 0.10
H 3.799962 -0.528287 -5.478777 -0.265 -0.085 0.053 0.10
C 4.102397 -3.903084 -1.852310 0.097 -0.353 -0.015 -0.03
H 3.434730 -4.397642 -1.142757 0.054 0.035 -0.137 0.10
H 5.133809 -4.175880 -1.653652 0.027 -0.037 0.011 0.10
H 3.829148 -4.192711 -2.872412 -0.024 0.110 0.187 0.10
O 0.054520 0.364023 1.174748 0.344 -0.147 -1.044 -0.08
H -0.293887 -0.701715 -0.604935 0.330 0.686 0.310 0.13
H -1.105607 0.881233 -0.429773 0.602 -0.394 -0.140 0.09
C 1.009695 2.510548 1.833403 0.062 0.185 0.341 -0.01
C 1.936568 0.321689 2.627574 0.255 -0.078 0.062 -0.01
H 2.986585 0.648863 2.751795 -0.457 -0.072 -0.044 0.10
H 1.925358 -0.770621 2.478870 -0.028 0.448 0.037 0.08
H 1.390216 0.546667 3.542437 0.004 -0.070 0.083 0.09
H 0.340434 2.600959 2.696685 0.040 -0.095 -0.206 0.07
H 0.590171 3.089075 0.999481 0.009 -0.214 0.117 0.09
H 1.982926 2.953975 2.090376 -0.238 0.045 0.013 0.09
Pb -3.850914 0.858117 2.470416 0.615 -0.379 -0.968 1.60
C -4.810885 2.782460 0.604910 0.300 -0.405 -0.214 -0.34
C -3.534986 3.164706 0.084312 -0.054 -0.172 -0.153 -0.20
C -3.145719 2.199306 -0.885637 -0.544 0.293 0.441 -0.19
H -2.990102 4.089571 0.322305 -0.284 -0.594 -0.013 0.08
C -4.167590 1.213407 -0.967417 -0.044 0.238 0.304 -0.19
C -5.197244 1.557934 -0.053420 0.398 0.334 -0.173 -0.30
H -6.140402 1.025157 0.081016 0.303 0.165 -0.026 0.08
H -5.423703 3.358747 1.302412 0.179 -0.132 -0.280 0.07
H -2.246424 2.246912 -1.508296 -0.403 -0.014 0.295 0.08
H -4.158408 0.352789 -1.645142 -0.024 0.350 0.434 0.09
C -3.402892 -2.099770 2.742189 0.267 0.214 -0.312 -0.28
C -4.620020 -1.811909 2.033803 0.419 -0.044 -0.313 -0.36
C -4.310500 -1.786412 0.641673 0.046 -0.150 0.415 -0.23
H -5.605369 -1.698212 2.477281 0.070 -0.152 -0.079 0.06
C -2.935649 -2.060643 0.484580 -0.021 0.181 0.581 -0.17
C -2.361340 -2.222634 1.778847 -0.553 -0.043 0.029 -0.18
H -1.316577 -2.473951 1.979382 -0.425 0.185 -0.008 0.08
H -3.311262 -2.288524 3.815510 -0.019 0.163 -0.394 0.08
H -5.013039 -1.603948 -0.166510 0.112 -0.003 0.213 0.08
H -2.403280 -2.181839 -0.461697 -0.206 0.206 0.326 0.08
O -1.803398 2.373332 5.770039 -0.415 -0.372 -1.372 -0.10
N -2.521621 1.965097 4.872584 0.524 -0.070 -0.709 -0.32
O -1.989469 1.859627 3.655039 -0.212 0.333 1.880 -0.43
```
Positions in Å, forces in eV/Å.

The value obtained for the HOMO energy is -4.3 eV. Its total charge is -1. The LUMO energy comes out at 1.96 eV. As for the gap between HOMO and LUMO: 6.240 eV.


# 4
Entry from OMol25: 2 unconnected molecules or ions with the total composition C4H11INS at a distorted geometry (ωB97M-V/def2-TZVPD).

```
18
Properties=species:S:1:pos:R:3:forces:R:3:lowdin_charge:R:1
C -1.480775 -1.471724 1.795516 -2.264 -0.275 -0.345 -0.03
C 0.519505 2.165014 0.606711 -0.998 -0.082 2.631 -0.36
C -0.972121 -1.756907 0.596257 1.085 0.032 0.530 -0.36
C 1.727884 0.622043 -1.552486 1.512 0.424 -0.662 -0.84
N -1.641835 -1.790448 -0.667263 -0.107 -1.864 -0.330 0.00
S 0.184668 1.413596 -0.913263 0.076 0.062 -2.234 0.97
I 2.725938 -0.634997 -0.117594 -0.234 0.389 -0.181 0.91
H -0.848643 -1.341771 2.653855 0.185 -0.291 0.144 0.04
H -2.588840 -1.488239 1.976672 1.107 0.493 -0.182 0.07
H 1.504378 -0.092101 -2.395029 -0.226 1.189 0.836 0.04
H 0.844223 3.199106 0.601059 0.083 0.025 -0.462 0.07
H 1.287483 1.552726 1.106199 -0.528 0.141 0.166 0.01
H -0.502099 2.101391 1.135692 1.767 0.019 -0.408 0.10
H 0.113780 -1.974801 0.750902 -0.744 0.325 -1.432 0.04
H 2.496527 1.417508 -1.861730 -1.366 -1.216 0.394 0.06
H 0.232343 2.604889 -1.617162 -0.077 -1.011 -0.031 0.05
H -2.540871 -2.365645 -0.625624 1.644 1.226 -0.096 0.12
H -1.061542 -2.159643 -1.472720 -0.916 0.414 1.662 0.09
```
Positions in Å, forces in eV/Å.

The value obtained for the HOMO energy is -11.7 eV. The calculation puts the energy relative to the best compared isomer or geometry (same formula, charge and spin) at 178.6 kJ/mol. Its total charge is +1. The LUMO energy comes out at -4.20 eV. As for the gap between HOMO and LUMO: 7.513 eV.